Entry from the OMol25 dataset: a structure of composition C3H6Se in a non-equilibrium geometry (the ωB97M-V functional and the def2-TZVPD basis).

Element x y z (Å)
C1 1.5994 -0.1218 0.4334
C2 0.7251 0.6118 -0.2205
C3 -1.0967 -0.0052 -0.7083
Se1 -2.2111 -0.1045 0.8351
H1 2.5864 0.1335 0.4748
H2 1.3488 -0.9907 1.0026
H3 0.9231 1.5876 -0.7384
H4 -1.3618 0.9128 -1.3300
H5 -1.1229 -0.9653 -1.1439
H6 -1.3903 -1.0582 1.3951

## Properties
HOMO, eV: -8.44
Energy relative to the best compared isomer or geometry (same formula, charge and spin), kcal per mole: 32.4
Charge: 0
Orbital gap, eV: 9.36